The following is a quantum chemistry calculation of a 2-piece molecular cluster, C7H9BrN3O3 overall at a distorted geometry, from OMol25.

Structure (XYZ):
```
23
Properties=species:S:1:pos:R:3:forces:R:3:lowdin_charge:R:1
C 0.719790 -1.937159 -1.303887 -0.119 -1.000 -0.050 -0.032
C 1.205279 -3.155795 -1.706140 -0.504 -0.462 1.000 -0.100
C 0.126342 2.499758 0.079845 -0.189 0.420 -0.388 -0.007
C 0.332532 1.146584 0.807202 0.004 -0.579 -0.315 -0.425
C 0.651941 -3.253510 0.440059 0.370 1.976 -0.327 -0.824
C 0.777680 1.002155 2.256462 1.139 -0.012 -2.015 0.034
C -0.589297 0.163653 0.281494 -0.617 -1.306 2.911 0.281
N 0.429698 -2.009263 0.013252 -1.029 0.693 1.267 0.046
N 1.135417 -3.969388 -0.560188 0.550 -0.158 -1.111 0.137
N 1.570164 -3.697878 -3.029193 -0.611 4.212 2.568 -0.383
O 1.691775 -2.801388 -3.825441 0.138 -0.261 -1.338 0.124
O 1.727910 -4.847751 -3.099717 0.557 -3.422 -0.926 0.163
O 1.266101 1.722929 -0.159581 -1.506 -0.269 0.266 0.035
Br 0.598257 -3.825911 2.180318 -0.148 -0.132 0.289 0.883
H 0.351406 -1.040820 -1.750809 0.770 -0.044 -1.192 0.111
H -0.645585 2.719464 -0.720847 1.152 -0.732 0.760 0.158
H 0.301424 3.338942 0.753010 -0.193 -0.144 0.062 0.139
H 0.085748 0.425793 2.757187 -1.581 -1.253 1.182 0.063
H 0.972857 1.863788 2.825936 -0.070 1.543 0.229 0.086
H 1.713289 0.464714 2.263013 0.328 -0.394 -0.174 0.105
H -1.323870 -0.402469 0.982659 1.480 1.405 -1.040 0.157
H -0.868343 0.021907 -0.726862 0.123 0.347 -1.080 0.082
H 1.618566 -4.831985 -0.370568 -0.042 -0.427 -0.576 0.168
```
Positions in Å, forces in eV/Å.

Its total charge is +1. For the molecular weight, the calculation gives 263.1 u. The value obtained for the highest occupied orbital energy is -0.4868 hartree. The lowest unoccupied orbital energy comes out at -5.89 eV. The total energy is -3235.6416 Ha.

***

The following is a quantum chemistry calculation of an isolated molecule of S2 at a distorted geometry, from OMol25.

Structure (XYZ):
```
2
Properties=species:S:1:pos:R:3:forces:R:3:lowdin_charge:R:1
S 0.000000 0.000000 0.911941 0.000 0.000 2.331 0.000
S 0.000000 0.000000 -0.911941 0.000 0.000 -2.331 0.000
```
Positions in Å, forces in eV/Å.

Its total charge is 0. For the molecular weight, the calculation gives 64.1 u. The value obtained for the highest occupied orbital energy is -0.2969 hartree. The lowest unoccupied orbital energy comes out at -2.31 eV. The relative energy (zero: lowest compared OMol25 entry of this formula, charge and spin) comes out at 6.3 kJ/mol. The total energy is -796.3186 Ha.

***

> Which value of highest occupied orbital energy does entry 2 give?

-0.2969 hartree